[1]
The following is a DFT calculation (the ωB97M-V functional and the def2-TZVPD basis) of 2 unconnected molecules or ions with the total composition C3H7O3 in a non-equilibrium geometry.

Structure (XYZ):
```
13
Properties=species:S:1:pos:R:3:forces:R:3
C -0.361 -1.165 -0.346 -1.22 -1.07 0.83
C -0.056 0.037 -1.200 0.42 1.72 -2.07
O 1.240 -0.579 1.266 -0.04 0.14 0.29
H -0.855 1.873 1.298 -0.01 0.11 -0.14
O 1.513 -2.596 0.309 -0.35 -0.07 -0.05
H 0.936 0.504 -0.972 -0.70 -0.66 0.06
H -0.011 -0.202 -2.323 -0.19 0.22 1.48
H -0.752 0.915 -1.096 0.27 -0.94 -0.11
H -0.854 -2.009 -0.907 1.09 0.57 0.16
H -1.176 -0.941 0.382 0.65 0.23 -0.19
H 0.176 2.853 1.727 0.02 0.10 -0.07
O -0.715 2.830 1.359 0.09 -0.36 0.17
C 0.915 -1.519 0.504 -0.03 0.00 -0.35
```
Positions in Å, forces in eV/Å.

Summary:
- DFT total energy: -9368.3695 eV
- Energy relative to the best compared isomer or geometry (same formula, charge and spin): 76.1 kJ/mol
- F_max: 2.73 eV/Å
- Net charge: -1
- Gap between HOMO and LUMO: 8.11 eV
- HOMO: -4.04 eV

=====

[2]
The following is a DFT calculation (the ωB97M-V functional and the def2-TZVPD basis) of a single C5H10O molecule in a non-equilibrium geometry.

Structure (XYZ):
```
16
Properties=species:S:1:pos:R:3:forces:R:3
C -2.047 1.320 -0.612 0.68 -0.07 -0.12
H -1.644 2.239 -1.012 -0.12 0.42 0.27
H 0.350 -0.284 -1.901 -0.42 -0.63 0.24
H 1.836 -1.292 1.560 0.28 0.14 0.28
C 1.309 0.063 0.035 -0.54 -0.19 -0.79
H -1.572 -0.714 -0.449 -0.22 0.02 1.00
H 0.656 -0.101 2.055 -0.65 -0.27 0.19
C -1.204 0.302 -0.486 -0.30 -0.44 -2.21
C 0.203 0.351 -1.028 0.58 0.56 0.51
O -0.021 -1.815 0.971 0.02 0.10 0.24
H 1.664 1.038 0.353 0.14 0.01 0.48
H 2.148 -0.425 -0.445 0.18 -0.04 -0.32
C 0.923 -0.788 1.250 0.86 0.30 -0.17
H -3.108 1.254 -0.463 -0.26 -0.09 0.22
H 0.392 1.332 -1.486 -0.03 0.12 0.43
H 0.115 -2.480 1.658 -0.21 0.06 -0.25
```
Positions in Å, forces in eV/Å.

Summary:
- DFT total energy: -7393.0987 eV
- Energy relative to the best compared isomer or geometry (same formula, charge and spin): 160.8 kJ/mol
- F_max: 2.28 eV/Å
- Net charge: 0
- Gap between HOMO and LUMO: 10.34 eV
- SMILES: C=CCCCO
- HOMO: -9.42 eV

=====

[3]
The following is a DFT calculation (the ωB97M-V functional and the def2-TZVPD basis) of a molecular structure, C26H30N9Sn in a non-equilibrium geometry.

Structure (XYZ):
```
66
Properties=species:S:1:pos:R:3:forces:R:3
H -13.317 8.158 2.632 -0.15 0.07 0.19
N -15.312 8.774 2.760 -2.15 1.37 -1.16
H -13.926 11.782 2.830 0.43 -0.30 0.13
C -13.920 9.066 2.774 0.96 0.35 -0.69
Sn -10.858 10.401 1.536 -0.23 -0.92 0.62
H -9.454 11.407 -1.158 -0.88 -0.28 0.56
C -10.844 10.691 4.555 1.81 -2.95 1.04
C -9.569 16.784 4.648 1.20 3.75 -0.62
H -10.854 15.829 2.499 0.76 -0.64 0.38
H -17.099 9.877 2.897 -0.11 0.50 0.14
C -15.714 8.323 1.394 1.48 0.05 -0.36
C -16.045 10.134 2.962 1.99 -1.67 -1.08
H -8.527 7.017 4.888 -0.20 -0.04 -0.07
C -9.943 12.672 3.560 -1.69 1.17 -0.07
H -8.912 12.352 5.419 -0.02 -0.53 0.04
H -8.601 14.671 6.061 -0.44 -0.30 -1.08
H -9.953 17.127 5.581 -0.54 -0.13 0.92
H -9.959 17.516 3.895 0.12 -0.80 0.42
C -11.443 11.261 5.663 -1.56 0.86 0.86
C -10.366 15.038 3.118 0.21 0.15 -0.88
N -13.471 10.033 1.689 -0.11 -0.18 0.36
C -8.604 7.558 3.959 -0.12 1.01 0.38
H -12.171 8.026 8.401 0.43 -0.10 0.22
N -9.879 12.195 0.813 -0.31 1.28 -0.52
H -7.033 6.643 2.705 -0.40 0.63 0.01
C -16.007 10.538 0.578 0.30 0.16 0.94
H -10.511 13.818 -2.048 0.93 -1.07 1.67
C -8.237 8.443 1.971 -0.18 1.37 0.39
H -8.485 17.039 4.704 -0.52 -0.23 -0.04
C -11.258 9.270 7.003 0.62 0.53 1.26
H -15.706 10.447 3.941 -0.37 0.50 0.22
H -13.708 9.541 3.733 0.40 -0.11 0.02
N -10.560 11.445 3.435 0.33 -1.00 -1.63
H -13.943 12.018 1.088 -0.01 -0.44 0.16
N -15.622 11.076 1.909 -0.49 0.24 -0.47
C -10.581 8.654 5.981 0.06 1.19 -2.41
N -10.213 13.478 1.224 -0.29 -1.05 -1.42
C -9.124 14.398 5.110 -0.52 1.21 -0.71
C -10.341 13.716 2.636 1.99 0.69 0.76
C -10.388 9.272 4.726 -0.12 2.06 0.92
C -11.238 8.625 8.358 -1.89 -0.53 0.29
H -10.407 7.913 8.462 -0.18 0.57 0.29
C -11.744 10.565 6.861 0.14 0.09 -2.10
N -9.182 9.201 2.551 0.30 -1.71 1.74
H -15.763 11.257 -0.209 -0.05 0.06 0.17
N -15.296 9.279 0.303 -1.12 -1.14 0.85
C -13.878 9.528 0.334 0.18 0.96 0.35
H -16.797 8.235 1.273 0.22 -0.32 0.46
C -10.268 13.407 -1.005 -0.93 2.81 -2.02
H -7.919 8.869 0.993 0.02 -1.07 0.77
C -10.351 14.256 0.100 -0.10 -1.08 0.97
H -10.349 15.334 0.109 -0.48 -0.05 0.29
C -9.957 12.164 -0.549 1.41 0.47 0.40
C -9.735 15.412 4.306 -0.16 -2.91 0.10
H -17.089 10.424 0.652 0.04 -0.43 -0.53
C -14.171 11.287 1.887 -1.16 0.66 0.68
H -13.784 10.390 -0.366 0.75 -0.68 0.21
H -10.118 7.711 6.082 0.22 -0.99 0.54
H -11.721 12.350 5.550 0.13 -1.37 0.25
H -15.170 7.372 1.242 -0.59 0.24 -0.22
H -13.206 8.683 0.054 -0.82 0.39 0.08
H -12.458 10.963 7.569 0.51 0.34 0.32
H -11.389 9.354 9.190 0.76 -0.57 -0.66
C -9.274 13.087 4.726 -0.12 -0.26 0.19
C -7.778 7.432 2.852 -0.91 0.10 -0.29
N -9.451 8.642 3.827 1.23 0.02 -2.54
```
Positions in Å, forces in eV/Å.

Summary:
- DFT total energy: -46681.5386 eV
- Energy relative to the best compared isomer or geometry (same formula, charge and spin): 203.7 kJ/mol
- F_max: 3.99 eV/Å
- Net charge: +1
- Gap between HOMO and LUMO: 6.63 eV
- HOMO: -9.62 eV

=====

[4]
The following is a DFT calculation (the ωB97M-V functional and the def2-TZVPD basis) of a single C8H8N2O5 molecule in a non-equilibrium geometry.

Structure (XYZ):
```
23
Properties=species:S:1:pos:R:3:forces:R:3
H 1.223 -1.691 -0.119 0.12 1.09 0.22
H 3.458 -0.863 -0.433 -0.12 0.70 -0.16
O -0.834 -0.856 -1.967 0.17 -0.68 -1.48
C 1.769 2.147 -0.443 1.30 -0.58 0.36
H -2.185 -1.422 1.516 -1.38 0.06 1.30
C 0.311 0.290 0.048 -0.46 -0.42 -0.41
N -1.735 -0.500 -1.277 1.63 1.49 2.48
N -2.028 0.786 1.034 0.29 1.18 -0.72
C 0.534 1.623 -0.150 -1.56 1.53 -0.02
O -1.500 1.612 1.722 1.62 0.47 1.04
H -0.423 -1.742 1.620 -0.87 0.40 -0.58
C -1.311 -1.529 0.963 2.06 -0.56 -0.89
C 2.870 1.276 -0.552 -0.24 -0.17 0.80
C 1.371 -0.583 -0.124 0.70 -1.12 -0.18
H 3.880 1.689 -0.573 -0.29 -0.15 -0.40
H -0.841 -3.161 -0.179 -0.37 0.90 0.43
O -1.595 -2.597 0.088 0.33 -0.70 -0.23
C -1.125 -0.150 0.218 -0.19 -2.05 0.12
O -3.215 0.724 0.963 -1.42 -1.43 -0.77
H 1.985 3.202 -0.426 -0.35 0.23 -0.31
C 2.671 -0.098 -0.399 -0.97 -0.46 0.24
H -0.398 2.210 -0.030 1.31 0.34 -0.29
O -2.881 -0.365 -1.500 -1.31 -0.08 -0.55
```
Positions in Å, forces in eV/Å.

Summary:
- DFT total energy: -21636.1054 eV
- Energy relative to the best compared isomer or geometry (same formula, charge and spin): 626.7 kJ/mol
- F_max: 3.32 eV/Å
- Net charge: 0
- Gap between HOMO and LUMO: 9.77 eV
- SMILES: O=[N+]([O-])C(CO)(c1ccccc1)[N+](=O)[O-]
- HOMO: -9.90 eV

=====

[5]
The following is a DFT calculation (the ωB97M-V functional and the def2-TZVPD basis) of a single C20H34N4O4 molecule.

Structure (XYZ):
```
62
Properties=species:S:1:pos:R:3:forces:R:3
O 1.863 0.179 2.104 -0.32 -0.01 0.03
C -3.313 3.420 1.118 0.23 -0.04 -0.01
H -1.280 3.032 1.741 0.05 -0.08 0.09
C -1.377 -0.071 1.663 0.15 -0.26 -0.41
H -2.177 4.244 5.670 0.11 -0.03 0.11
H -4.365 -0.612 2.577 0.05 0.08 0.10
C -3.122 4.712 5.403 0.01 0.06 -0.23
H -0.777 -1.085 -0.916 0.04 0.06 0.09
N -2.697 -0.147 1.446 0.45 -0.07 -0.38
C -3.403 4.520 3.917 0.00 -0.27 0.16
O 3.178 -2.501 -4.872 -0.02 0.17 0.31
C 0.662 0.081 1.985 0.74 0.01 -0.09
H 0.845 -3.071 -1.392 -0.06 -0.03 -0.01
H 2.931 -2.710 -6.851 0.01 -0.09 0.11
H -3.349 4.497 1.302 0.01 0.04 -0.13
C -1.855 3.037 0.814 -0.23 0.22 -0.08
C 1.534 -0.531 -2.260 0.32 0.04 0.27
H -3.150 0.410 3.371 -0.04 -0.08 0.03
N -3.964 2.781 2.237 0.04 -0.09 -0.03
C -3.676 0.229 2.435 -0.62 0.34 0.12
C 3.175 -3.164 -3.690 0.10 0.12 -0.11
H 3.099 -0.583 -3.763 0.05 0.04 0.18
N 3.148 -2.320 -2.632 0.11 0.14 0.03
C 3.334 -3.313 -6.034 0.09 -0.43 -0.33
H -3.066 5.770 5.648 0.03 0.06 0.10
C 1.580 -2.549 -0.775 0.30 0.28 0.08
H -3.925 3.228 0.229 0.01 0.09 -0.01
C -4.527 1.470 2.056 0.05 -0.28 0.24
H 5.166 -4.278 -5.462 0.06 -0.06 0.02
H -1.213 5.022 0.248 0.02 0.14 0.00
C -0.236 -0.323 0.896 -0.51 0.02 -0.04
C -0.572 0.334 2.827 -0.32 0.15 0.62
H -3.909 4.261 6.004 -0.07 -0.04 0.11
H 5.395 -2.765 -6.353 0.08 0.06 -0.05
H 1.398 0.550 -2.297 -0.06 0.04 0.01
H -4.078 2.522 4.268 0.06 -0.05 0.07
C 4.793 -3.668 -6.281 -0.32 0.17 0.22
H -4.370 4.959 3.661 0.00 0.03 -0.10
H 2.741 -4.225 -5.914 0.04 0.19 -0.08
H -4.847 1.376 1.014 -0.09 -0.04 0.00
H 3.156 -3.930 -1.345 0.05 0.17 0.08
C -1.223 4.017 -0.167 -0.02 -0.19 0.15
H -2.631 5.035 3.344 -0.01 0.07 -0.09
H 0.801 -0.996 -2.925 -0.06 -0.01 -0.07
H 4.880 -4.229 -7.207 0.04 -0.07 -0.11
C 2.984 -2.854 -1.298 -0.16 -0.41 0.09
H -3.038 -0.372 0.522 0.13 0.02 0.10
H -2.408 2.625 3.695 -0.09 -0.06 0.09
H 3.681 -0.396 -2.092 -0.01 0.03 -0.07
C 1.324 -1.038 -0.831 0.16 -0.25 -0.37
H -5.425 1.416 2.685 -0.02 -0.13 -0.07
C 2.944 -0.894 -2.731 -0.23 0.25 -0.28
O -0.829 0.705 3.950 0.15 -0.07 -0.28
H 2.021 -0.532 -0.156 -0.04 -0.03 -0.05
N -0.011 -0.707 -0.375 -0.40 0.13 0.24
H -1.782 4.038 -1.100 -0.02 0.05 -0.13
C -3.420 3.034 3.559 -0.04 0.34 -0.13
O 3.209 -4.369 -3.593 -0.03 -0.40 -0.14
H -1.812 2.035 0.388 -0.01 -0.02 0.07
H -0.198 3.726 -0.385 0.10 0.05 -0.09
H 1.486 -2.904 0.253 -0.05 -0.02 0.04
H 3.731 -2.396 -0.642 0.01 -0.04 0.00
```
Positions in Å, forces in eV/Å.

Summary:
- DFT total energy: -35442.1080 eV
- Energy relative to the best compared isomer or geometry (same formula, charge and spin): 142.1 kJ/mol
- F_max: 0.75 eV/Å
- Net charge: 0
- Gap between HOMO and LUMO: 8.04 eV
- SMILES: CCCN(CCC)CCNc1c(NC2CCN(C(=O)OCC)CC2)c(=O)c1=O
- HOMO: -7.74 eV

=====

[6]
The following is a DFT calculation (the ωB97M-V functional and the def2-TZVPD basis) of a single C4H6N2O molecule.

Structure (XYZ):
```
13
Properties=species:S:1:pos:R:3:forces:R:3
H 0.615 -1.888 1.952 0.18 0.23 -0.02
C 0.653 0.301 -0.542 -0.25 -0.12 0.26
H 2.194 -1.289 -0.211 0.01 0.15 0.22
N -0.566 -0.277 1.207 -0.23 -0.09 -0.01
C 1.311 -0.767 0.134 -0.02 0.04 0.07
C 0.527 -1.100 1.219 0.11 -0.01 -0.16
N -1.746 1.105 -0.342 0.08 0.14 -0.02
C -0.531 0.539 0.107 0.20 -0.38 -0.19
H 1.871 0.685 -1.972 -0.07 0.01 0.01
H -1.298 -0.220 1.898 0.19 -0.17 -0.13
H -2.347 0.307 -0.530 -0.25 0.24 -0.07
H -1.584 1.545 -1.242 -0.02 0.19 0.13
O 0.990 0.959 -1.700 0.07 -0.23 -0.09
```
Positions in Å, forces in eV/Å.

Summary:
- DFT total energy: -9272.2542 eV
- Energy relative to the best compared isomer or geometry (same formula, charge and spin): 120.4 kJ/mol
- F_max: 0.47 eV/Å
- Net charge: 0
- Gap between HOMO and LUMO: 8.20 eV
- SMILES: Nc1[nH]ccc1O
- HOMO: -7.29 eV